(1)
{
  "formula": "C39H40F10O9",
  "method": "wB97M-V/def2-TZVPD",
  "orbital_gap_ha": 0.26266,
  "lumo_energy_ev": -1.00,
  "smiles": "Cc1ccc(C(C)C)c(OCc2cc3c(cc2[C@@H](C)F)C(=O)c2ccccc2C3=O)c1.CCOC(=O)C(F)(F)F.CCOC(=O)C(F)(F)F.CCOC(=O)C(F)(F)F",
  "homo_energy_ev": -8.152,
  "species": ["F", "F", "F", "F", "F", "F", "F", "F", "F", "F", "O", "O", "O", "O", "O", "O", "O", "O", "O", "C", "C", "C", "C", "C", "C", "C", "C", "C", "C", "C", "C", "C", "C", "C", "C", "C", "C", "C", "C", "C", "C", "C", "C", "C", "C", "C", "C", "C", "C", "C", "C", "C", "C", "C", "C", "C", "C", "C", "H", "H", "H", "H", "H", "H", "H", "H", "H", "H", "H", "H", "H", "H", "H", "H", "H", "H", "H", "H", "H", "H", "H", "H", "H", "H", "H", "H", "H", "H", "H", "H", "H", "H", "H", "H", "H", "H", "H", "H"],
  "coordinates": [[-7.00655, -0.96728, -2.43991], [-5.80921, -1.11994, -0.66203], [-8.58689, 6.68757, -2.21909], [-6.08347, 0.80195, -1.60303], [6.07397, -2.08190, -1.01351], [5.61286, -0.09794, -1.71903], [3.72593, -3.63969, 1.80542], [-7.25148, 7.86989, -1.00512], [5.90221, -0.44742, 0.39173], [-8.29590, 6.19857, -0.13446], [-3.59588, -1.15360, -2.30707], [-4.87813, -0.36192, -3.97392], [-1.77486, 1.03635, -0.20308], [8.49347, 0.21265, -0.26378], [8.32130, -1.07476, -2.09772], [-6.89630, 4.41465, -1.58323], [0.77426, -4.21045, 1.44729], [-5.41506, 6.06076, -1.96840], [2.81753, 2.98710, 1.74886], [0.49527, 0.45369, 0.34218], [0.31905, -3.41400, 2.50268], [-5.88702, -0.51168, -1.85032], [6.35790, -0.77840, -0.83210], [-1.05474, -2.85818, 2.56891], [-5.91038, 3.43961, -1.97013], [4.00836, -2.29716, 1.48572], [1.78309, 0.94227, 0.89121], [0.38244, -1.01203, 0.19170], [4.62199, -1.65621, 2.82200], [0.58321, 5.74038, -0.89874], [1.05963, 3.44052, 0.18769], [-3.13358, -4.22562, 2.07923], [7.84822, -0.48016, -0.99712], [10.60142, -1.72018, -1.54405], [-1.48635, -2.02826, 3.72137], [1.25705, -3.44311, 0.30562], [2.88710, 0.04308, 1.26633], [-0.20521, 2.89731, -0.37160], [2.76578, -1.43212, 1.10390], [0.77479, -2.25859, 4.78075], [-0.65419, 5.18616, -1.48528], [-3.76927, -0.48106, -4.88164], [-1.03023, 3.79862, -1.20409], [-4.64255, -0.73585, -2.70974], [-6.50615, 5.69240, -1.63379], [-0.58157, -1.70150, 4.82130], [-2.11874, -3.13865, 1.45813], [-4.93494, 3.18264, -0.83709], [1.40536, 4.84205, -0.07315], [-0.63135, 1.42422, -0.07816], [-7.66036, 6.61665, -1.24397], [1.49329, -1.91850, 0.56204], [1.82114, -1.97430, 5.93096], [1.19968, -3.10284, 3.64834], [1.97127, 2.48651, 1.03547], [9.70871, -0.83846, -2.39387], [-2.99768, -1.89570, 1.04994], [-3.60085, -1.91392, -5.34535], [9.95280, 0.21884, -2.27319], [3.79620, 0.54856, 1.66171], [-2.56100, -4.87129, 2.80805], [0.86404, 6.80614, -1.09752], [-1.64793, -3.66294, 0.57396], [-5.46975, 2.89435, 0.07018], [-3.64223, -4.83151, 1.28618], [-2.80917, -1.98551, -6.09233], [-3.18760, -1.16160, 1.87255], [-4.01336, -2.30478, 0.76229], [-0.55037, -1.43812, -0.24232], [10.32598, -2.77032, -1.66201], [-2.62480, -1.32972, 0.16017], [2.23124, -0.94413, 5.70311], [0.55147, -3.58782, -0.56212], [-3.34901, -2.57189, -4.51239], [2.66766, -2.71505, 5.84741], [-0.84226, -1.05756, 5.69721], [11.64732, -1.59398, -1.82669], [10.49979, -1.48126, -0.48447], [-2.52464, -1.62542, 3.76605], [5.16925, -0.70452, 2.63459], [-4.36274, 4.08056, -0.59744], [1.35549, -2.00610, 6.94737], [-5.39651, 3.75276, -2.88238], [3.73912, -1.52394, 3.51713], [-1.30567, 5.80389, -2.14674], [-4.53143, -2.28816, -5.77726], [2.35789, 5.23868, 0.36756], [-1.97361, 3.40542, -1.65847], [-2.85563, -0.09436, -4.42525], [5.25279, -2.45453, 3.30638], [-4.23468, 2.38953, -1.10163], [-3.85981, -3.64341, 2.72140], [4.78625, -2.16667, 0.70549], [2.24442, -3.50227, 3.71309], [2.23238, -3.91456, 0.00322], [-6.44903, 2.53388, -2.20465], [9.84711, -1.08247, -3.44751], [-3.99736, 0.15709, -5.73596]],
  "forces_ev_per_angstrom": [[0.457, 0.080, -0.190], [0.413, 0.108, -0.473], [0.403, -0.263, -0.013], [0.333, -1.030, -0.159], [0.465, 0.217, -0.044], [0.487, 0.023, 0.090], [0.103, 1.002, -0.832], [0.274, -0.487, -0.192], [0.813, 0.227, -0.535], [0.353, -0.174, -0.249], [-0.483, 0.035, 0.361], [-0.373, 0.162, 0.637], [0.727, 0.436, -0.118], [-0.645, -0.112, 0.120], [-0.735, 0.143, 0.261], [-0.319, 0.789, -0.037], [-0.303, 1.471, 0.467], [-0.459, 0.423, 0.153], [-0.391, -0.711, -0.441], [2.220, -1.814, 0.622], [-1.154, 1.786, 2.946], [-1.352, -0.142, 1.007], [-1.465, -0.191, 0.104], [0.852, 0.584, 0.720], [0.566, -0.202, -0.052], [0.243, 1.951, 1.638], [-0.418, -0.975, -0.444], [1.784, 1.354, 0.757], [-1.035, -1.337, 0.067], [-1.057, -2.771, 0.285], [-1.867, 0.134, -1.275], [0.783, 0.667, 0.785], [1.371, 0.122, -0.517], [-0.164, -0.115, 0.301], [2.233, -0.611, 0.199], [0.702, 0.242, -0.676], [-2.227, -0.454, -0.891], [0.797, 2.131, -0.342], [-1.736, 1.907, -0.670], [-0.783, -0.778, -1.117], [1.553, -1.323, 1.458], [0.497, -0.162, -0.547], [1.261, 0.319, 0.645], [0.958, 0.034, -1.049], [0.749, -1.186, -0.358], [1.196, -1.597, -1.791], [-0.552, -0.855, 0.831], [0.048, 0.358, 0.150], [-0.842, -0.222, -0.500], [0.779, 0.212, -0.110], [-1.109, 1.006, 0.541], [-0.270, 1.111, -0.227], [-0.372, 0.172, -1.449], [-1.520, 0.684, 0.268], [-0.140, 0.477, -0.422], [0.769, -0.024, -0.142], [-0.502, -0.417, -0.703], [-0.141, -0.237, 0.221], [-0.201, -0.061, 0.168], [-0.871, -0.629, -0.386], [-0.672, 0.334, -1.019], [-0.166, -1.283, 0.327], [-0.300, 0.928, 0.855], [0.004, -0.138, -0.106], [0.334, 0.607, 0.796], [-0.044, 0.061, 0.022], [0.393, -0.732, -0.606], [1.078, 0.521, 0.189], [0.916, 0.350, 0.468], [0.068, 0.053, -0.135], [-0.213, -0.459, 0.887], [-0.294, -1.045, 0.634], [0.477, 0.300, 0.966], [0.098, 0.090, -0.027], [-0.915, 0.783, 0.257], [-0.070, -0.669, -1.032], [-0.067, 0.014, -0.040], [0.060, 0.102, -0.072], [1.020, -0.476, -0.193], [-0.424, -0.935, 0.321], [0.019, -0.034, -0.109], [0.443, 0.060, -0.915], [-0.057, 0.270, 0.143], [1.072, 0.246, -0.652], [0.645, -0.600, 0.716], [0.063, 0.109, -0.095], [-1.079, -0.529, -0.440], [0.996, 0.328, 0.572], [-0.154, -0.094, 0.197], [-0.259, 0.998, -0.650], [-0.032, 0.031, 0.045], [0.463, -0.790, -0.820], [-0.947, -1.095, 0.450], [-1.201, 0.269, -0.388], [-0.965, 0.416, 0.365], [-0.383, 0.532, -0.038], [-0.344, -0.049, 0.060], [-0.267, 0.043, 0.215]],
  "mulliken_charge": [-0.27, -0.20, -0.25, -0.27, -0.33, -0.29, -0.36, -0.24, -0.20, -0.25, -0.42, -0.35, -0.49, -0.51, -0.31, -0.35, -0.54, -0.52, -0.61, 0.10, 0.34, 0.79, 1.26, 0.62, -0.16, 0.91, -0.30, -0.44, -1.26, -0.51, 0.36, -1.41, 0.07, -1.11, -0.60, -1.41, -0.51, 0.22, 1.82, 0.75, -0.52, -0.17, -0.39, 0.35, 0.35, -1.00, 0.73, -0.90, -0.53, 0.39, 0.89, -0.08, -1.39, -0.27, -0.09, -0.19, -0.60, -1.14, 0.31, 0.41, 0.39, 0.35, 0.18, 0.34, 0.36, 0.38, 0.12, 0.37, 0.36, 0.30, -0.26, 0.25, 0.38, 0.30, 0.31, 0.33, 0.38, 0.32, 0.29, 0.38, 0.49, 0.45, 0.30, 0.22, 0.39, 0.31, 0.38, 0.26, 0.25, 0.37, 0.07, 0.33, -0.32, 0.30, 0.44, 0.33, 0.32, 0.35]
}


(2)
{
  "formula": "C39H40F6OP2Ti",
  "method": "wB97M-V/def2-TZVPD",
  "orbital_gap_ha": [0.23835, 0.20947],
  "lumo_energy_ev": [0.09, -0.73],
  "spin_multiplicity": 3,
  "homo_energy_ev": [-6.394, -6.433],
  "species": ["Ti", "P", "P", "F", "F", "F", "F", "F", "F", "O", "C", "C", "C", "C", "C", "C", "C", "C", "C", "C", "C", "C", "C", "C", "C", "C", "C", "C", "C", "C", "C", "C", "C", "C", "C", "C", "C", "C", "C", "C", "C", "C", "C", "C", "C", "C", "C", "C", "C", "H", "H", "H", "H", "H", "H", "H", "H", "H", "H", "H", "H", "H", "H", "H", "H", "H", "H", "H", "H", "H", "H", "H", "H", "H", "H", "H", "H", "H", "H", "H", "H", "H", "H", "H", "H", "H", "H", "H", "H"],
  "coordinates": [[0.95361, -0.90591, -1.22070], [-2.36613, 0.84289, 2.09087], [-0.68002, 1.68197, -0.70078], [3.82926, 2.66841, 2.03383], [4.99576, -0.46527, -0.12058], [4.14066, 1.26346, -1.20010], [1.85879, 1.93852, 2.49510], [2.23392, 2.86640, 0.54933], [5.35018, 1.51816, 0.60780], [1.97681, 0.18275, 0.03049], [-0.88061, -2.67749, 3.54823], [2.77245, 2.02074, 1.47946], [-3.52495, 3.10025, 3.24746], [-0.10334, -2.48602, -0.41088], [-3.41129, 1.69717, 3.32169], [-5.05396, 1.70796, 5.11698], [1.68016, 3.58058, -3.38942], [-0.59881, 3.84348, -4.16111], [-3.22295, -1.76651, 2.32408], [-4.42197, 3.78887, 4.06585], [-2.19585, -0.86039, 2.62475], [4.61205, -3.28955, -1.54016], [5.05228, -1.64004, -3.25729], [-0.16395, 2.59103, -2.13918], [-4.14931, 1.01694, 4.30126], [-3.08160, 1.09661, 0.50772], [4.38986, 0.74765, 0.04214], [-1.90370, -3.58208, 3.25009], [-0.92797, -1.32340, -0.56434], [0.10781, -0.63764, -3.07972], [3.41589, -2.61799, -1.20147], [5.42566, -2.77681, -2.54642], [-0.02877, -3.21678, -2.85995], [-0.25519, -3.62734, -1.37778], [-1.02411, -1.32028, 3.25545], [0.76400, 4.12532, -4.30317], [3.83900, -1.00383, -2.95040], [0.73056, -1.92107, -3.06351], [1.23306, 2.78295, -2.34517], [-1.07671, 3.09532, -3.08678], [3.28140, -0.38817, 1.99583], [-0.76983, 1.59939, 2.23200], [-1.95931, -1.23894, -1.67812], [-3.07339, -3.11880, 2.64337], [-5.21091, 3.09382, 4.99051], [3.05175, -1.51139, -1.92898], [3.04401, 0.58240, 0.85713], [-2.42776, 1.77709, -0.51441], [-1.41253, -0.60568, -2.99097], [-4.14373, 0.84758, 0.42180], [-0.22453, -0.62669, 3.52177], [5.70247, -1.22091, -4.03200], [1.94143, 2.31215, -1.66760], [-4.13612, -1.41565, 1.84018], [-0.66487, 2.45015, 1.53760], [-0.99747, -3.17855, -3.38020], [0.14427, -2.78380, 0.60750], [-0.65237, 1.95672, 3.26260], [-4.51439, 4.87644, 3.98618], [0.46715, -4.41799, -1.12788], [-1.18056, -0.77631, 0.35063], [-1.86388, -1.18377, -3.81843], [2.36846, -0.48286, 2.60004], [-2.98664, 2.39538, -1.22406], [0.03722, -3.02854, 4.02038], [1.61167, -2.07849, -3.68768], [-2.80526, -0.62861, -1.33714], [2.75547, -2.98856, -0.39813], [1.11237, 4.76099, -5.11922], [3.55545, -0.09003, -3.47837], [-3.88084, -3.81438, 2.42256], [-5.93096, 3.63062, 5.61700], [2.74732, 3.78254, -3.49671], [-1.80257, 0.41409, -3.11314], [-2.39575, -2.22932, -1.90278], [-2.13790, 2.89688, -2.96324], [-2.91570, 3.65415, 2.52487], [4.10450, -0.03431, 2.62965], [-0.00080, 0.85675, 2.00449], [0.52357, -4.03740, -3.34348], [-1.31125, 4.21584, -4.89571], [-1.78734, -4.64204, 3.49841], [0.56266, 0.17296, -3.65968], [4.90239, -4.18288, -0.98249], [-4.02346, -0.06318, 4.42044], [6.39486, -3.25009, -2.74644], [3.52144, -1.37527, 1.58203], [-1.25832, -4.08908, -1.30738], [-5.65202, 1.16677, 5.85354]],
  "forces_ev_per_angstrom": [[5.560, 3.719, 2.040], [-0.705, 0.770, -0.396], [-0.359, -0.539, 0.131], [-0.740, -0.637, -0.377], [-0.533, 0.936, 0.046], [0.274, -0.239, 1.217], [0.596, -0.066, -0.555], [0.605, -0.712, 0.823], [-0.663, -0.321, -0.289], [1.182, 0.668, 1.446], [-0.104, -0.010, 0.040], [-0.936, 0.802, -0.062], [-0.098, -0.119, -0.137], [-2.026, -0.373, 0.804], [-0.380, 0.169, 0.517], [-0.012, 0.285, -0.027], [-0.251, 0.055, -0.342], [-0.059, 0.064, -0.098], [0.312, -0.244, 0.188], [0.074, -0.083, 0.053], [0.053, -0.723, 0.274], [-0.454, 0.229, 0.534], [-0.448, 0.585, 0.055], [-0.063, 0.830, -1.045], [-0.060, 0.039, -0.157], [-0.255, -0.152, 0.698], [0.540, -0.797, -1.124], [0.067, 0.268, -0.032], [-2.588, -2.409, 1.197], [-0.912, -1.050, -1.934], [0.806, -0.961, -0.377], [0.441, -0.349, 0.109], [-0.151, -0.565, 0.078], [0.182, -0.544, -0.451], [-0.343, -0.090, -0.112], [-0.022, -0.180, 0.282], [0.837, -0.392, -0.191], [-0.430, -0.026, -2.854], [-0.917, 0.017, 0.088], [1.053, 0.107, 0.083], [-0.004, -0.318, 0.283], [0.322, 0.355, 0.567], [-0.312, 0.279, -0.182], [-0.052, 0.136, 0.037], [0.251, -0.343, -0.128], [-1.984, 0.496, 0.192], [-0.235, 0.513, -0.828], [1.690, 0.160, -0.616], [-0.512, -0.121, -0.088], [0.217, 0.424, 0.225], [-0.235, -0.224, -0.123], [-0.165, -0.222, 0.273], [-0.158, 0.188, -0.076], [0.245, -0.124, 0.057], [-0.076, -0.439, 0.414], [0.177, 0.171, 0.087], [0.255, 0.279, 0.016], [0.011, -0.216, -0.074], [0.086, -0.427, -0.016], [-0.150, 0.255, 0.017], [0.309, -0.101, -0.408], [0.332, 0.178, 0.008], [0.270, 0.129, -0.193], [-0.258, -0.515, 0.130], [-0.238, 0.087, -0.104], [-0.207, 0.328, 0.421], [0.312, -0.156, 0.051], [0.430, -0.023, -0.299], [-0.116, -0.236, 0.216], [0.005, -0.293, 0.001], [0.170, 0.137, 0.010], [0.310, -0.239, -0.256], [-0.282, -0.107, -0.012], [0.356, -0.207, 0.183], [0.387, 0.216, 0.208], [0.158, 0.152, -0.188], [-0.292, -0.193, 0.189], [-0.145, -0.196, -0.040], [-0.135, 0.373, -0.142], [-0.068, 0.386, 0.087], [0.178, 0.022, 0.096], [-0.061, 0.433, -0.144], [0.149, -0.244, 0.261], [0.046, 0.222, -0.202], [-0.126, 0.360, -0.058], [-0.469, 0.111, -0.023], [0.023, 0.323, 0.088], [0.275, 0.152, 0.179], [0.247, 0.117, -0.238]],
  "lowdin_spin": [0.87, 0.00, 0.01, 0.00, 0.00, 0.00, 0.00, 0.00, 0.00, 0.02, 0.00, 0.00, 0.00, 0.12, 0.00, 0.00, 0.00, 0.00, 0.00, 0.00, 0.00, 0.01, 0.00, 0.00, 0.00, 0.02, 0.00, 0.00, 0.23, 0.11, 0.03, 0.01, 0.04, 0.03, 0.00, 0.00, 0.02, 0.20, 0.00, 0.00, 0.00, 0.00, 0.04, 0.00, 0.00, 0.11, 0.00, 0.01, 0.03, 0.00, 0.00, 0.00, 0.00, 0.00, 0.00, 0.01, 0.01, 0.00, 0.00, 0.00, 0.01, 0.00, 0.00, 0.00, 0.00, 0.00, 0.00, 0.01, 0.00, 0.00, 0.00, 0.00, 0.00, 0.00, 0.01, 0.00, 0.00, 0.00, 0.00, 0.00, 0.00, 0.00, 0.01, 0.00, 0.00, 0.00, 0.00, 0.01, 0.00]
}